The following is a DFT calculation (ωB97M-V/def2-TZVPD) of a 14-piece molecular cluster, C6H38NO14 overall at a distorted geometry.

Bonds (Å) are listed after each position.
Cartesian coordinates (Å):
1 C -1.9120 -1.5340 3.0400  N2 1.470, H9 1.103, H10 1.104, H11 1.096
2 N -1.5307 -1.7918 1.6436  C1 1.470, C3 1.506, C6 1.503
3 C -0.3761 -0.8726 1.3415  N2 1.506, C4 1.552, H12 1.090, H13 1.099
4 C -0.8630 0.3841 0.5713  C3 1.552, C5 1.572, H14 1.082, H15 1.105
5 C -2.1329 -0.1883 -0.1585  C4 1.572, C6 1.512, H16 1.103, H58 1.096
6 C -2.5478 -1.4303 0.5980  N2 1.503, C5 1.512, C7 1.634, H18 1.131
7 C -2.3670 -2.7545 -0.3427  C6 1.634, O8 1.392, H19 1.108, H20 1.106
8 O -2.8033 -2.5361 -1.6459  C7 1.392, H51 0.989
9 H -2.7799 -2.1516 3.3262  C1 1.103
10 H -2.2440 -0.5362 3.3755  C1 1.104
11 H -0.9885 -1.6790 3.6121  C1 1.096
12 H 0.1949 -0.6590 2.2454  C3 1.090
13 H 0.3457 -1.4418 0.7385  C3 1.099
14 H -0.0607 0.8415 0.0080  C4 1.082
15 H -1.3785 1.0390 1.2966  C4 1.105
16 H -2.9100 0.5520 0.0979  C5 1.103
17 H -1.0979 0.2360 -2.7926  O59 0.987
18 H -3.5556 -1.3727 1.1082  C6 1.131
19 H -3.0006 -3.6329 -0.1086  C7 1.108
20 H -1.3064 -3.0649 -0.3037  C7 1.106
21 H 2.3533 2.2568 -0.0758  O23 0.988
22 H 1.4148 3.4149 -0.1523  O23 0.970
23 O 1.9577 2.9515 0.5052  H21 0.988, H22 0.970
24 H 2.8801 0.2304 1.9134  O26 0.968
25 H 3.6976 0.0087 3.1640  O26 0.964
26 O 2.8453 0.3520 2.8733  H24 0.968, H25 0.964
27 H 1.7201 1.5909 3.2657  O29 0.983
28 H 1.2114 2.3502 2.1166  O29 0.984
29 O 0.9293 2.1269 3.0321  H27 0.983, H28 0.984
30 H 1.2018 -1.1142 -4.8930  O32 0.969
31 H 1.8584 -0.7961 -3.5884  O32 1.001
32 O 1.6649 -0.3728 -4.4745  H30 0.969, H31 1.001
33 H 2.0437 -2.0130 1.9780  O35 0.967
34 H 2.1442 -3.4641 2.3699  O35 0.972
35 O 2.3459 -2.5746 2.7051  H33 0.967, H34 0.972
36 H 3.7684 -1.0966 -0.5344  O38 0.966
37 H 2.3952 -1.2436 -1.4487  O38 1.087
38 O 2.8744 -0.7393 -0.6133  H36 0.966, H37 1.087
39 H -0.5857 -0.9719 -3.6010  O41 0.963
40 H 0.1290 -1.8336 -2.3350  O41 1.007
41 O -0.6923 -1.4465 -2.7695  H39 0.963, H40 1.007
42 H -0.4654 2.5042 -2.4471  O44 1.011
43 H 1.0422 2.3257 -2.6098  O44 0.964
44 O 0.4029 3.0211 -2.4150  H42 1.011, H43 0.964
45 H -2.4137 2.4145 2.7762  O47 0.963
46 H -0.8456 2.6739 2.7704  O47 0.984
47 O -1.7097 2.9583 3.1442  H45 0.963, H46 0.984
48 H -3.0111 3.6947 1.2241  O50 0.961
49 H -2.9017 2.3060 0.3184  O50 0.963
50 O -3.2911 3.1748 0.4666  H48 0.961, H49 0.963
51 H -2.2996 -1.9121 -2.2247  O8 0.989
52 H 2.0428 -2.9447 -2.4998  O53 0.960
53 O 1.7392 -2.0348 -2.4750  H52 0.960
54 H 3.6362 0.8462 -1.2963  O56 0.986
55 H 3.3040 2.0248 -2.2674  O56 0.962
56 O 3.4687 1.8167 -1.3426  H54 0.986, H55 0.962
57 H -0.3696 1.2543 -3.7474  O59 0.965
58 H -2.0046 -0.2700 -1.2437  C5 1.096
59 O -1.1671 1.1232 -3.2194  H17 0.987, H57 0.965

The net charge is -1. For the energy above the lowest of the compared OMol25 structures with the same formula, charge and spin, the calculation gives 3.585 eV. The total energy is -1359.541490 Ha. The spin multiplicity is 1.